# 1
{"formula": "C2H2N4O", "method": "ωB97M-V/def2-TZVPD", "homo_energy_ha": -0.3615, "total_charge": 0, "multiplicity": 1, "relative_energy_kcal_mol": 18.0, "smiles": "O=c1nncn[nH]1", "elements": ["O", "C", "N", "N", "C", "N", "N", "H", "H"], "coordinates": [[-2.202, -0.047, -0.063], [-1.012, -0.047, 0.023], [-0.228, -1.257, 0.103], [1.010, -1.259, -0.070], [1.664, -0.021, -0.051], [1.126, 1.230, 0.004], [-0.250, 1.129, 0.072], [2.702, -0.174, 0.075], [-0.608, 2.057, -0.160]], "lowdin_charge": [0.100, -0.500, 0.105, 0.043, -0.152, 0.101, 0.066, 0.081, 0.157]}



# 2
{"formula": "C5H6N2O2S3", "method": "ωB97M-V/def2-TZVPD", "homo_energy_ha": -0.3405, "total_charge": 0, "multiplicity": 1, "smiles": "[H]/N=C(\\N)O[S@@](=O)(=S)c1cccs1", "elements": ["H", "N", "C", "N", "O", "S", "O", "S", "C", "C", "C", "C", "S", "H", "H", "H", "H", "H"], "coordinates": [[1.780, -1.704, 1.439], [1.643, -1.203, 0.566], [0.789, -1.653, -0.221], [0.016, -2.762, -0.064], [0.825, -1.092, -1.472], [-0.347, -0.036, -1.948], [0.063, 0.492, -3.224], [-1.997, -0.979, -1.873], [-0.223, 1.060, -0.564], [-1.040, 1.063, 0.563], [-0.540, 1.979, 1.514], [0.600, 2.639, 1.084], [1.059, 2.153, -0.545], [-0.261, -3.233, 0.762], [-0.753, -2.787, -0.760], [-1.921, 0.452, 0.737], [-0.997, 2.224, 2.548], [1.305, 3.385, 1.455]], "lowdin_charge": [0.068, 0.170, -0.653, 0.146, -0.225, 0.351, -0.334, 0.402, -0.737, -0.158, -0.176, -0.344, 1.056, 0.096, 0.035, 0.102, 0.139, 0.064]}



# 3
{"formula": "C54H46F5N2O4P2S3Te2Tl", "method": "ωB97M-V/def2-TZVPD", "homo_energy_ha": -0.1070, "total_charge": -2, "multiplicity": 1, "relative_energy_kcal_mol": 47.3, "elements": ["Tl", "S", "P", "C", "P", "S", "C", "C", "C", "C", "C", "C", "C", "C", "C", "C", "C", "C", "C", "C", "C", "C", "C", "C", "C", "C", "C", "C", "C", "C", "H", "H", "H", "H", "H", "H", "H", "H", "H", "H", "H", "H", "H", "H", "H", "H", "H", "H", "H", "H", "C", "C", "C", "C", "C", "C", "C", "C", "S", "C", "N", "C", "C", "C", "C", "C", "C", "C", "C", "H", "H", "H", "H", "H", "H", "H", "H", "H", "H", "H", "H", "H", "H", "H", "H", "O", "N", "O", "O", "F", "Te", "F", "F", "F", "F", "O", "Te", "C", "C", "C", "C", "C", "C", "C", "C", "C", "C", "C", "C", "H", "H", "H", "H", "H", "H", "H", "H", "H", "H"], "coordinates": [[0.287, 0.206, -0.156], [-2.281, -0.182, 1.762], [-2.771, 0.800, 0.115], [-1.548, 0.853, -1.121], [-1.288, 2.280, -2.110], [-0.065, 3.666, -1.442], [-0.750, 1.725, -3.767], [0.274, 2.386, -4.433], [0.663, 1.973, -5.700], [0.033, 0.901, -6.311], [-0.984, 0.229, -5.646], [-1.364, 0.637, -4.379], [-2.914, 3.049, -2.528], [-3.094, 4.416, -2.346], [-4.298, 5.020, -2.678], [-5.342, 4.265, -3.191], [-5.171, 2.901, -3.383], [-3.961, 2.302, -3.062], [-3.324, 2.472, 0.625], [-2.398, 3.220, 1.354], [-2.709, 4.498, 1.786], [-3.957, 5.044, 1.506], [-4.882, 4.307, 0.784], [-4.563, 3.032, 0.335], [-4.281, -0.012, -0.534], [-5.448, -0.054, 0.228], [-6.556, -0.757, -0.217], [-6.504, -1.454, -1.419], [-5.337, -1.446, -2.167], [-4.235, -0.725, -1.725], [0.788, 3.197, -3.933], [1.486, 2.475, -6.194], [0.356, 0.566, -7.289], [-1.456, -0.638, -6.093], [-2.117, 0.072, -3.844], [-2.276, 4.989, -1.926], [-4.424, 6.084, -2.516], [-6.285, 4.737, -3.442], [-5.977, 2.298, -3.784], [-3.844, 1.241, -3.223], [-1.430, 2.792, 1.587], [-1.973, 5.067, 2.341], [-4.200, 6.044, 1.844], [-5.849, 4.733, 0.541], [-5.280, 2.487, -0.266], [-5.476, 0.454, 1.185], [-7.458, -0.777, 0.383], [-7.366, -2.015, -1.760], [-5.276, -2.006, -3.092], [-3.308, -0.723, -2.287], [1.373, 7.230, 3.011], [1.966, 6.330, 1.919], [3.301, 6.917, 1.438], [1.006, 6.310, 0.733], [2.212, 4.930, 2.484], [3.098, 4.791, 3.570], [3.419, 3.562, 4.103], [2.834, 2.432, 3.544], [3.054, 0.766, 3.943], [1.924, 0.340, 2.680], [1.420, 1.337, 2.036], [1.935, 2.543, 2.481], [1.627, 3.797, 1.947], [1.638, -1.065, 2.356], [2.044, -2.081, 3.224], [1.774, -3.403, 2.927], [1.092, -3.715, 1.757], [0.693, -2.706, 0.893], [0.963, -1.372, 1.176], [1.189, 8.232, 2.613], [2.043, 7.325, 3.869], [0.424, 6.825, 3.369], [3.141, 7.912, 1.012], [3.742, 6.277, 0.673], [4.020, 7.009, 2.255], [0.861, 7.330, 0.366], [0.029, 5.902, 0.997], [1.398, 5.712, -0.089], [3.565, 5.673, 3.991], [4.121, 3.481, 4.924], [0.954, 3.832, 1.100], [2.570, -1.836, 4.141], [2.092, -4.187, 3.603], [0.875, -4.750, 1.515], [0.169, -2.960, -0.021], [3.115, -0.433, -2.950], [1.988, -0.955, -2.865], [1.559, -1.353, -1.753], [1.259, -1.021, -3.861], [4.383, 2.968, -0.684], [3.957, 1.161, -1.089], [5.724, 1.073, -1.726], [4.420, 1.106, 0.780], [3.672, 1.956, -2.777], [4.329, -0.665, -0.784], [2.220, 1.204, -0.674], [-1.167, -2.739, -2.786], [-2.431, -4.455, -2.621], [-3.576, -4.566, -3.406], [-4.420, -5.664, -3.289], [-4.122, -6.676, -2.389], [-2.984, -6.577, -1.600], [-2.153, -5.471, -1.709], [0.387, -3.836, -3.704], [0.615, -3.714, -5.069], [1.655, -4.410, -5.669], [2.476, -5.231, -4.907], [2.264, -5.338, -3.540], [1.231, -4.632, -2.939], [-3.807, -3.786, -4.122], [-5.308, -5.728, -3.907], [-4.775, -7.536, -2.298], [-2.748, -7.357, -0.885], [-1.284, -5.391, -1.067], [-0.008, -3.053, -5.658], [1.835, -4.297, -6.731], [3.297, -5.763, -5.372], [2.925, -5.945, -2.932], [1.106, -4.673, -1.863]], "lowdin_charge": [0.841, 0.264, 0.345, -0.638, 0.405, 0.362, -0.317, -0.089, -0.080, -0.098, -0.104, -0.130, -0.306, -0.110, -0.098, -0.108, -0.088, -0.085, -0.329, -0.105, -0.082, -0.100, -0.101, -0.101, -0.333, -0.110, -0.093, -0.100, -0.081, -0.118, 0.061, 0.099, 0.093, 0.094, 0.043, 0.053, 0.096, 0.090, 0.098, 0.076, 0.087, 0.093, 0.091, 0.096, 0.095, 0.104, 0.094, 0.092, 0.090, 0.023, -0.056, -0.556, -0.048, -0.079, -0.162, -0.050, -0.085, -0.468, 1.104, -0.512, 0.083, -0.268, 0.062, -0.238, -0.067, -0.099, -0.087, -0.115, -0.199, 0.077, 0.069, 0.083, 0.079, 0.095, 0.071, 0.085, 0.067, 0.053, 0.099, 0.100, 0.054, 0.079, 0.091, 0.093, 0.040, -0.081, -0.517, -0.162, -0.029, -0.409, 1.819, -0.380, -0.408, -0.389, -0.387, -0.637, 1.483, -0.501, -0.160, -0.107, -0.114, -0.101, -0.134, -0.507, -0.141, -0.095, -0.106, -0.092, -0.128, 0.079, 0.093, 0.090, 0.095, 0.088, 0.087, 0.095, 0.091, 0.096, 0.089]}



# 4
{"formula": "C2H12NO3", "method": "ωB97M-V/def2-TZVPD", "homo_energy_ha": [-0.1652, -0.3596], "total_charge": 0, "multiplicity": 2, "relative_energy_kcal_mol": 32.3, "s_squared": 0.753, "elements": ["C", "C", "N", "H", "H", "H", "H", "H", "H", "H", "H", "O", "H", "H", "O", "H", "H", "O"], "coordinates": [[0.480, 0.640, -0.375], [-0.637, -1.302, 0.653], [-0.701, -0.083, 0.308], [1.028, -0.263, -0.744], [0.117, 1.336, -1.104], [1.150, 1.323, 0.344], [0.299, -1.645, 0.707], [-1.554, -1.887, 0.803], [-1.562, 0.375, 0.132], [-0.211, 4.434, -0.652], [-0.737, 3.459, 0.418], [-0.285, 3.482, -0.439], [-1.486, -2.428, -2.346], [-2.433, -3.416, -1.446], [-2.283, -2.457, -1.738], [2.804, -0.612, 2.604], [3.418, -0.437, 1.204], [2.591, -0.520, 1.670]], "lowdin_charge": [-0.078, -0.158, -0.150, 0.073, 0.029, 0.100, -0.014, 0.055, 0.102, 0.054, 0.048, -0.076, 0.058, 0.071, -0.134, 0.041, 0.031, -0.052]}



# 5
{"formula": "C9H13ClNO2", "method": "ωB97M-V/def2-TZVPD", "homo_energy_ha": -0.4373, "total_charge": 1, "multiplicity": 1, "relative_energy_kcal_mol": 0.0, "smiles": "C[NH2+]C[C@@](O)(Cl)c1cccc(O)c1", "elements": ["C", "N", "C", "C", "O", "Cl", "C", "C", "C", "C", "C", "O", "C", "H", "H", "H", "H", "H", "H", "H", "H", "H", "H", "H", "H", "H"], "coordinates": [[2.817, -0.486, -1.781], [1.919, -0.371, -0.617], [0.871, 0.746, -0.806], [0.357, 1.292, 0.538], [1.356, 0.791, 1.457], [0.465, 3.087, 0.561], [-1.041, 0.811, 1.023], [-1.177, -0.223, 1.976], [-2.448, -0.787, 2.194], [-3.560, -0.342, 1.456], [-3.403, 0.593, 0.447], [-4.478, 0.976, -0.243], [-2.147, 1.214, 0.268], [2.279, -1.138, -2.546], [3.275, 0.386, -2.069], [3.643, -1.157, -1.505], [1.517, -1.361, -0.584], [2.365, -0.172, 0.312], [1.360, 1.528, -1.419], [0.051, 0.418, -1.340], [1.219, 1.358, 2.271], [-0.287, -0.429, 2.545], [-2.681, -1.447, 3.046], [-4.483, -0.815, 1.504], [-4.156, 1.341, -1.072], [-2.083, 2.084, -0.502]], "lowdin_charge": [-0.011, 0.013, -0.067, -0.757, -0.124, 0.753, -0.223, -0.031, -0.031, 0.011, -0.327, 0.093, 0.006, 0.142, 0.075, 0.113, 0.213, 0.170, 0.132, 0.110, 0.143, 0.100, 0.123, 0.106, 0.114, 0.152]}



# 6
{"formula": "C9H14S", "method": "ωB97M-V/def2-TZVPD", "homo_energy_ha": -0.3243, "total_charge": 0, "multiplicity": 1, "relative_energy_kcal_mol": 56.1, "smiles": "Cc1ccccc1.CCS", "elements": ["C", "C", "C", "C", "C", "C", "C", "H", "H", "H", "H", "H", "H", "H", "H", "C", "C", "S", "H", "H", "H", "H", "H", "H"], "coordinates": [[0.875, -0.885, -1.365], [0.509, -1.663, -0.124], [0.649, -3.034, -0.104], [0.020, -3.725, 0.937], [-0.528, -3.079, 2.095], [-0.544, -1.640, 1.977], [-0.194, -0.972, 0.815], [-0.093, -0.699, -1.749], [1.474, -1.505, -2.057], [1.459, -0.029, -1.269], [0.818, -3.746, -0.958], [-0.223, -4.791, 0.890], [-0.664, -3.904, 2.849], [-1.153, -1.239, 2.789], [-0.407, 0.104, 0.735], [0.726, 3.261, -0.117], [-0.527, 3.778, -0.806], [-1.508, 2.435, -1.428], [1.065, 3.761, 0.828], [1.625, 3.373, -0.600], [0.535, 2.261, 0.501], [-1.162, 4.361, -0.086], [-0.316, 4.517, -1.708], [-2.437, 3.059, -2.043]], "lowdin_charge": [-0.044, -0.303, -0.062, -0.117, -0.070, -0.083, -0.074, 0.066, 0.087, 0.050, 0.128, 0.093, 0.110, 0.094, 0.098, -0.201, -0.660, 0.707, 0.076, 0.028, 0.097, 0.070, 0.107, -0.197]}